26
Properties=species:S:1:pos:R:3 method="wB97M-V/def2-TZVPD" charge=0 homo_energy_ev=-9.0590 e_lumo_ev=1.0 smiles=Cc1ccccc1.CCC
C 0.712 2.746 -1.320
C -0.594 -0.749 -1.174
H 2.687 -1.532 -1.436
C -2.302 -1.020 1.859
H 0.259 0.552 2.421
H -1.254 -1.825 3.548
H 1.681 3.191 -1.084
H -1.373 1.250 -1.045
H -0.254 -1.663 2.114
C 0.524 -1.537 -1.447
H -2.832 -1.958 1.713
H 0.185 0.047 4.057
C 0.767 1.236 -1.298
H 2.794 1.001 -1.613
C -1.039 -1.172 2.698
H -1.207 0.896 3.357
H 0.417 -2.609 -1.474
H -2.021 -0.591 0.900
H -1.513 -1.301 -1.023
H 0.034 3.041 -0.521
C -0.504 0.626 -1.212
C -0.431 0.152 3.164
H 0.405 3.141 -2.250
C 1.776 -0.959 -1.476
C 1.879 0.430 -1.493
H -2.984 -0.349 2.372


19
Properties=species:S:1:pos:R:3 method="wB97M-V/def2-TZVPD" charge=0 homo_energy_ev="-9.0009 / -8.9964" e_lumo_ev="0.9 / -2.0" multiplicity=2
H -0.554 -1.893 -1.622
N 1.471 -2.324 -0.996
H -3.225 0.998 1.916
H 2.142 -0.325 -0.883
C -0.108 2.348 0.885
H 0.793 -1.341 -2.712
O 0.536 -0.557 0.383
H -0.434 3.357 0.562
C -1.219 1.485 1.427
H 1.148 -3.015 -0.348
H 0.648 2.414 1.648
H 2.446 -1.298 0.555
C -2.561 1.703 1.459
C 1.657 -1.065 -0.203
H -3.029 2.550 0.849
H 0.434 -3.052 -2.588
H 0.331 1.762 0.092
C 0.460 -2.154 -2.031
H -0.936 0.408 1.608


16
Properties=species:S:1:pos:R:3 method="wB97M-V/def2-TZVPD" charge=0 homo_energy_ev=-9.0561 e_lumo_ev=1.2 smiles="CC1CC=CC1"
H 0.403 -1.960 -0.697
C -0.289 0.099 -0.683
H 1.255 1.688 -0.719
C 0.911 0.894 1.265
C 1.059 0.728 -0.225
H -2.090 0.559 0.529
H 1.705 1.298 1.888
H 0.546 -1.148 -2.265
C -1.161 -0.022 0.601
H -1.042 -1.685 -1.689
H -0.781 0.777 -1.390
H 1.909 0.076 -0.472
H -1.464 -1.064 0.779
C -0.087 -1.248 -1.375
H -0.597 0.518 2.746
C -0.276 0.491 1.707


Quick rundown of energy above the lowest of the compared OMol25 structures with the same formula, charge and spin, same order as above: 12.3; 41.3; 2.9 kcal per mole